ORCA calculation (ωB97M-V with the def2-TZVPD basis set) on an isolated ion of composition C7H12 and charge +1 at a distorted geometry.

For the HOMO energy (alpha / beta), the calculation gives -14.74 / -14.72 eV. Its net charge is +1. As for the total energy: -273.54159 Ha. Its spin multiplicity is 2. The calculation puts the largest force on an atom at 0.03304 Eh/bohr. As for the LUMO energy (alpha / beta): -4.37 / -8.02 eV. As for the energy above the lowest of the compared OMol25 structures with the same formula, charge and spin: 23.2 kcal/mol. For the HOMO-LUMO gap (alpha / beta), the calculation gives 10.3708 / 6.7056 eV.

Each line ends with the Löwdin spin population.
Positions of all 19 atoms, in Å:
C -0.769 -1.377 1.997  0.08
C 0.129 -1.265 0.842  0.38
C 0.094 -0.222 -0.089  0.30
H -1.807 -1.125 1.754  0.02
C 1.104 -0.149 -1.159  0.04
H -0.594 -0.555 2.713  0.04
H 0.133 -1.221 -2.752  0.00
H 0.959 -1.958 0.759  0.01
H -0.971 1.198 -1.114  0.01
C -0.839 0.923 -0.068  0.05
H 0.499 2.584 -0.039  0.00
C 0.928 -0.571 -2.401  0.01
H -0.147 2.373 1.560  0.00
H -1.229 2.996 0.358  0.00
H -1.680 0.552 0.521  0.01
C -0.402 2.309 0.501  0.03
H 1.630 -0.343 -3.195  0.00
H -0.702 -2.341 2.474  0.00
H 1.886 0.582 -0.949  0.02